# 1
{
  "formula": "C60H147Br6N9",
  "method": "ωB97M-V/def2-TZVPD",
  "smiles": "CCN(CC)CC.CCN(CC)CC.CCN(CC)CC.CCN(CC)CC.CCN(CC)CC.CCN(CC)CC.CCN(CC)CC.CCN(CC)CC.CCN(CC)CC.BrCCBr.BrCCBr.BrCCBr",
  "e_homo_ev": -8.032,
  "homo_lumo_gap_ev": 8.35,
  "elements": ["H", "H", "H", "C", "H", "H", "H", "H", "H", "H", "H", "C", "H", "H", "H", "C", "C", "H", "N", "H", "H", "H", "H", "H", "C", "H", "H", "H", "H", "H", "H", "H", "H", "H", "H", "C", "H", "H", "C", "H", "N", "C", "C", "C", "C", "C", "C", "C", "H", "H", "C", "H", "C", "H", "C", "H", "C", "H", "H", "H", "H", "H", "N", "H", "Br", "H", "N", "C", "H", "H", "N", "H", "Br", "H", "H", "H", "N", "C", "C", "C", "C", "N", "H", "H", "H", "H", "H", "H", "H", "H", "H", "H", "H", "H", "C", "H", "H", "H", "H", "H", "C", "C", "H", "H", "H", "H", "C", "H", "H", "H", "C", "H", "H", "C", "H", "H", "H", "H", "H", "H", "H", "H", "H", "H", "Br", "H", "H", "H", "C", "H", "C", "C", "H", "H", "C", "C", "H", "H", "H", "H", "H", "H", "C", "C", "H", "C", "H", "C", "H", "H", "H", "C", "H", "H", "H", "C", "C", "N", "C", "H", "H", "H", "C", "H", "H", "H", "C", "C", "H", "H", "C", "H", "C", "H", "H", "H", "H", "C", "H", "H", "C", "H", "C", "H", "H", "C", "H", "H", "H", "C", "Br", "C", "N", "H", "Br", "H", "H", "Br", "C", "H", "H", "H", "C", "H", "H", "H", "C", "H", "C", "H", "C", "H", "H", "H", "H", "H", "H", "C", "H", "H", "C", "H"],
  "positions_angstrom": [[-3.35, -4.28, -2.25], [-4.56, 5.35, -8.86], [3.75, -3.54, -2.13], [1.08, 2.59, 3.87], [2.69, 3.32, -3.77], [-3.68, -2.12, 1.67], [6.93, 1.22, 1.16], [0.03, 0.51, -6.19], [4.15, 0.41, -4.92], [5.17, -5.83, 1.48], [1.61, -5.66, -0.80], [-2.60, -6.57, 3.67], [-2.05, -3.67, -1.21], [-5.54, 3.12, 1.35], [4.15, 4.13, -1.82], [-0.42, 3.39, -7.00], [-1.87, 2.81, -7.10], [1.61, 6.44, 5.14], [2.17, 1.02, -4.78], [0.84, 4.19, 0.18], [-4.86, -1.95, -4.82], [-1.61, -0.02, 1.80], [-4.52, 4.76, -6.58], [0.24, 2.74, -7.60], [-5.67, -2.19, -2.35], [-1.94, 1.74, -6.69], [0.54, -4.76, 3.90], [3.83, -3.35, 2.77], [-2.14, 2.85, -8.18], [4.58, -2.62, 0.25], [-7.18, 1.59, 3.39], [-0.53, -4.80, -4.69], [-3.52, 1.46, 5.31], [1.77, -6.08, 0.93], [-0.15, -3.24, 5.96], [-1.10, -1.78, 0.90], [-5.44, 4.01, 4.11], [-3.85, 2.23, -5.27], [0.93, -1.33, 6.95], [-0.03, 3.53, -6.02], [5.97, 2.47, -0.16], [4.62, 2.65, 1.92], [-3.34, -2.08, -1.83], [-0.62, -0.50, 1.65], [-5.27, -1.16, 2.72], [-3.34, 3.20, -5.12], [1.85, 4.97, 3.62], [2.54, -4.12, 0.32], [5.37, 2.09, 2.55], [4.80, 1.73, -6.94], [-2.80, -1.46, -4.61], [3.28, -2.20, 4.77], [1.05, 5.54, 4.76], [3.31, -0.90, 1.77], [-5.52, 2.96, 3.90], [5.60, -0.30, -0.27], [-4.53, 3.26, 1.71], [0.02, 5.69, 4.44], [2.88, 4.79, 4.03], [-0.02, -6.55, -3.03], [1.99, 3.24, -2.14], [-1.01, -5.81, -1.86], [0.17, 0.41, 0.85], [-2.64, 0.48, 4.17], [-2.48, -6.88, -3.61], [5.86, -3.82, 0.15], [-4.35, -1.71, -2.80], [-3.09, -3.53, -1.50], [1.17, 0.84, -2.99], [3.22, 2.52, -7.02], [1.38, 3.70, 2.96], [7.19, -0.72, -0.18], [0.41, -3.45, -2.80], [3.93, 2.66, -0.11], [-6.07, -1.38, 3.43], [3.39, 0.78, -7.33], [1.54, -2.11, 5.82], [1.66, -0.32, -5.14], [-4.08, 4.71, 1.85], [4.71, 2.18, 0.49], [2.30, -0.44, 1.91], [-4.51, 2.47, 2.97], [2.93, 0.89, -2.83], [-4.38, 5.29, 1.00], [-1.63, 4.02, -4.18], [1.87, -1.13, -4.42], [-3.03, 4.78, 1.97], [2.42, 0.48, 2.46], [0.46, -4.93, 0.40], [3.59, -2.93, 7.77], [4.84, 3.74, 1.97], [5.42, 2.24, -2.24], [2.03, 5.71, 2.84], [-4.54, 3.16, -7.43], [4.77, -3.50, -1.70], [-0.02, -3.09, 3.57], [2.13, -0.61, -6.10], [-2.39, -1.63, -2.15], [-5.22, 2.56, 4.83], [5.46, 4.93, -0.84], [-2.80, 1.52, 4.57], [6.55, 0.09, -0.50], [4.81, -2.69, 6.57], [2.27, -3.49, 1.20], [7.96, 1.74, -0.21], [2.01, 0.58, 0.05], [-6.88, -1.60, -3.13], [0.65, 1.82, 3.20], [1.46, -1.08, 0.01], [1.03, 3.12, -3.73], [1.91, 2.83, -3.15], [0.29, 2.85, 4.55], [-7.66, 3.09, 4.23], [4.40, -5.13, 1.63], [-1.89, 2.20, 0.30], [-3.01, 5.75, -8.24], [-0.40, -1.13, -5.66], [-3.89, -3.29, -4.13], [-0.72, 4.23, 2.74], [-1.48, 2.28, -4.49], [3.63, -3.98, 6.29], [-0.69, 5.04, 0.61], [1.91, -1.12, 2.65], [6.91, 3.05, -1.87], [-1.67, -6.52, 5.36], [-3.23, -5.69, 3.64], [-0.86, -1.07, 5.76], [3.95, 2.10, -4.68], [3.54, 1.31, -5.26], [0.31, 1.42, -0.93], [-2.21, 3.06, -4.12], [0.76, -3.67, 4.06], [0.45, -1.97, 7.67], [-0.37, -2.40, 0.34], [-0.41, 0.72, -0.45], [3.76, -2.98, 6.70], [5.32, -2.61, -2.01], [-2.66, -1.33, -5.70], [1.88, 1.16, 5.13], [0.29, 0.29, 5.75], [-0.76, 0.05, 7.16], [5.52, 4.81, -2.58], [-0.15, -0.47, 6.41], [5.88, 2.91, -1.52], [-0.95, -7.52, 2.76], [-3.96, 4.12, -7.24], [-3.85, 2.73, 1.01], [-1.78, 1.36, -0.38], [-6.90, -1.89, -4.19], [-6.64, -0.48, -3.16], [-7.20, 3.04, 2.61], [-4.02, -2.18, -4.13], [-0.48, 4.39, -7.52], [-1.86, -2.02, -4.48], [0.85, 5.65, 1.25], [-3.66, 4.89, -8.49], [-0.85, -4.60, -3.68], [3.96, -4.61, 0.31], [4.67, -4.04, 2.61], [2.42, -3.49, -0.59], [-0.18, 2.89, 1.89], [-2.39, 2.83, -3.05], [2.27, 2.04, 4.64], [-5.78, -1.97, -1.31], [5.27, -4.41, -2.09], [-0.82, -5.76, 2.93], [1.53, -5.29, 0.23], [0.16, 3.88, 2.20], [2.67, 2.83, 5.24], [-5.03, -3.20, 2.19], [-0.96, -5.92, -2.94], [4.47, 1.10, 0.39], [-4.38, -2.35, 2.42], [-3.62, -1.59, -0.88], [5.46, -3.45, 2.29], [-3.28, -7.43, 3.66], [-2.98, 3.59, 4.00], [-3.13, 2.58, 3.51], [-3.98, 3.94, -4.67], [1.69, -0.72, 7.37], [2.08, 1.33, -3.34], [3.53, -5.79, 1.90], [6.95, 1.43, 0.12], [3.06, 1.66, 4.01], [1.63, -3.38, 3.49], [0.86, -3.40, 5.58], [-0.23, -0.78, 2.63], [-4.63, 5.20, 2.66], [6.57, 0.03, -1.59], [0.30, 4.74, 0.97], [-6.38, -0.71, 1.06], [0.14, -0.19, -5.37], [-2.81, 3.71, -6.42], [0.97, 4.90, 5.65], [-2.21, -6.39, 0.86], [-1.50, -2.44, 1.67], [-2.81, -0.51, -4.06], [-3.23, -2.95, 3.92], [-1.50, -6.59, 2.65], [-2.56, 0.70, -0.05], [-5.63, -3.27, -2.44], [-0.48, -0.12, -1.08], [-6.96, 2.64, 3.55], [-1.84, 1.80, 5.05], [-1.95, -1.48, 0.23], [3.23, -1.03, 6.07], [4.81, -3.61, -0.19], [-1.78, -4.10, -3.64], [3.73, 1.60, -6.73], [-3.69, -3.74, -0.61], [2.98, -2.03, 5.81], [5.09, -4.40, 3.56], [-2.51, 2.53, 2.61], [-3.21, 4.22, -9.19], [3.68, 2.46, 2.37], [-0.37, 0.19, -4.47], [-7.82, -1.85, -2.64], [5.21, 4.27, -1.68], [-2.05, 1.76, -1.39], [-4.71, -0.28, 2.97], [1.50, -0.16, 0.62], [1.36, -4.19, 6.04]],
  "mulliken_charge": [0.279, 0.456, 0.159, 0.206, 0.481, -1.246, 0.284, 0.041, 0.302, 0.399, 0.174, -0.337, -0.174, 0.582, 0.078, -0.980, -0.115, 0.402, 0.973, 0.100, 0.423, -0.552, 0.365, 0.357, -0.128, -0.074, 0.163, 0.130, 0.337, -0.232, 0.162, 0.660, 0.645, 0.421, 0.495, 1.039, 0.342, 0.380, -1.525, 0.023, 0.308, -1.177, 0.504, 0.377, -0.092, -0.902, -0.669, 1.808, 0.227, 0.451, -0.578, -0.358, -1.234, 0.373, -0.559, -0.069, 0.142, 0.230, 0.346, 0.448, -0.128, -0.244, 1.396, -0.093, -0.146, 0.571, 0.416, -0.471, -0.612, 0.259, 0.648, 0.532, -0.016, -0.159, 0.518, 0.341, 0.934, -1.026, -1.054, 0.926, -0.586, 0.480, 0.173, 0.489, 0.395, 0.000, 0.063, -0.512, -0.231, 0.304, 0.257, 0.197, 0.666, 0.314, -1.210, -0.506, 0.544, -0.554, 0.448, 0.341, -1.177, -0.717, 0.468, -0.967, 0.444, 0.475, -1.310, -0.609, -0.266, -0.322, -0.506, 0.801, 0.427, -0.672, -0.096, 0.281, 0.312, 0.257, -0.324, -0.308, 0.342, 0.388, 0.041, 0.514, -0.144, 0.048, -0.133, 0.251, -0.386, -0.400, -0.744, 2.027, 0.491, -0.857, -0.051, -1.632, 0.327, 0.659, -0.910, -0.690, 0.595, 0.427, 0.499, -0.264, 0.437, -0.407, -0.446, 0.414, 0.343, 0.283, 0.362, -0.459, 0.385, -0.248, 0.528, -1.295, 0.180, 0.138, -0.950, -0.539, -1.090, 0.300, -0.447, -0.066, 0.356, -0.725, -0.892, 1.617, 0.680, 0.522, -0.196, -0.595, 1.156, 0.023, 0.484, 0.402, 0.169, 0.919, 0.525, 0.516, 0.590, 0.256, -0.695, 0.250, -1.452, -1.633, 0.332, 0.313, 0.333, -1.636, -0.160, -0.044, 0.128, 0.229, -0.132, 0.149, 0.028, -0.150, 0.507, 0.354, 0.313, 0.653, -1.339, 0.184, -1.435, 0.594, 0.069, -0.754, -1.478, 0.210, 0.002, 0.443, -0.915, 0.357, -0.079, -0.143, 0.423, -1.181, -1.381, -0.331, 0.069, 0.447]
}

---

# 2
{
  "formula": "C20H21F24IO8S",
  "method": "ωB97M-V/def2-TZVPD",
  "e_homo_ev": -10.112,
  "homo_lumo_gap_ev": 8.77,
  "elements": ["H", "H", "O", "O", "F", "C", "F", "H", "S", "F", "F", "H", "O", "I", "O", "F", "F", "H", "H", "C", "O", "F", "H", "H", "C", "C", "F", "H", "H", "C", "C", "H", "F", "C", "C", "C", "F", "C", "F", "F", "C", "C", "C", "H", "O", "H", "O", "H", "F", "H", "C", "F", "H", "H", "C", "H", "C", "H", "C", "C", "H", "F", "F", "F", "F", "F", "H", "F", "F", "F", "F", "F", "O", "C", "C"],
  "positions_angstrom": [[-1.15, 4.20, 0.70], [-0.12, -5.26, -7.45], [-1.79, 2.76, -1.84], [-0.25, 2.24, 1.01], [1.90, 4.29, 2.88], [1.65, -4.23, -8.18], [-2.74, 4.12, 6.06], [1.04, 4.56, -0.71], [-2.89, 2.26, -2.89], [-0.05, 6.30, 6.58], [1.81, 4.35, 6.39], [-0.31, -5.96, 0.64], [-0.70, 0.11, 0.90], [-0.34, 1.06, -3.91], [-2.24, 0.83, -3.20], [1.24, -5.05, -5.99], [1.14, -4.73, 2.68], [-0.77, -7.05, 4.04], [1.30, -2.33, -9.00], [0.97, -5.27, -7.30], [2.07, -1.94, -7.22], [-2.52, -1.80, 3.37], [4.04, -1.70, -5.44], [-0.97, 5.43, -0.42], [-0.76, -5.58, 1.55], [2.28, 4.10, 5.15], [0.84, -2.50, -5.44], [-2.00, 6.57, 6.25], [0.19, -2.67, -7.71], [3.19, -2.32, -5.15], [-1.44, 4.49, 5.96], [1.01, 1.82, -0.54], [1.78, -0.55, -5.55], [1.93, -1.86, -5.87], [1.23, -2.76, -8.01], [-1.31, 5.84, 6.68], [-0.55, -2.74, 3.54], [-1.01, 1.20, 0.71], [1.32, -4.56, -9.46], [2.99, -4.33, -8.07], [0.31, -5.79, 2.63], [1.30, 4.57, 4.08], [-0.99, 4.39, -0.32], [1.61, 2.90, 0.61], [-1.10, -4.24, 1.23], [2.48, 3.03, 5.04], [-1.16, 4.62, 4.63], [-0.35, 3.88, 2.98], [3.46, -3.61, -5.45], [-2.98, 3.74, -0.46], [-2.18, 3.92, -1.12], [-2.98, -3.15, 1.05], [-0.05, 2.87, 4.36], [-1.64, -6.19, 1.73], [-1.51, -2.37, 2.66], [-2.51, 4.68, -1.77], [0.30, 3.82, -0.79], [-1.97, 1.43, 0.33], [-0.18, -6.13, 4.05], [0.76, 2.64, 0.07], [-1.10, -1.62, 1.97], [-2.70, -4.42, 2.79], [1.44, -6.49, -7.62], [2.99, -2.21, -3.82], [0.90, -6.31, 4.84], [3.45, 4.77, 5.00], [0.28, 3.54, -1.80], [-0.91, -5.12, 4.56], [1.17, 5.91, 4.14], [1.05, -6.87, 2.24], [-0.71, 3.54, 6.56], [-1.60, 5.66, 7.99], [-2.72, 2.98, -4.07], [-0.08, 3.91, 4.03], [-2.06, -3.59, 1.94]],
  "mulliken_charge": [-0.135, 0.295, -0.092, -0.248, -0.288, 0.849, -0.303, 0.460, 0.560, -0.219, -0.230, 0.406, -0.639, 0.365, -0.457, -0.218, -0.263, 0.293, 0.416, 0.104, -0.363, -0.277, 0.242, 0.688, -0.761, 0.076, -0.290, 0.247, 0.338, 0.181, 0.734, 0.485, -0.303, 0.834, -0.713, 0.218, -0.251, -0.072, -0.330, -0.268, 0.905, 0.898, -0.281, 0.449, -0.354, 0.293, -0.428, -0.289, -0.226, 0.487, -1.143, -0.294, 0.446, 0.312, 0.681, 0.611, -0.889, 0.432, 0.085, -0.595, -0.003, -0.289, -0.269, -0.238, -0.271, -0.268, 0.362, -0.211, -0.284, -0.335, -0.291, -0.263, -0.472, -0.086, 0.741]
}

---

# 3
{
  "formula": "C10H17BF8NO8P2",
  "method": "ωB97M-V/def2-TZVPD",
  "e_homo_ev": -13.204,
  "charge": 1,
  "homo_lumo_gap_ev": 9.02,
  "elements": ["H", "H", "O", "H", "H", "C", "F", "O", "C", "H", "P", "C", "F", "H", "F", "H", "N", "H", "O", "C", "C", "H", "C", "H", "O", "H", "F", "F", "H", "F", "O", "F", "O", "C", "H", "C", "H", "H", "P", "O", "C", "H", "O", "F", "H", "C", "B"],
  "positions_angstrom": [[4.11, 1.46, 2.38], [2.49, 1.27, 3.06], [5.08, 4.14, 0.46], [0.88, -0.85, -1.01], [-0.93, 3.56, 0.69], [4.60, 3.14, 0.10], [-3.90, -2.65, 0.72], [-6.25, -2.26, -0.55], [3.03, 3.12, 0.09], [2.60, 3.99, 0.62], [0.15, 1.80, 1.19], [6.46, -0.04, 0.49], [-1.72, -1.31, -0.28], [-0.84, 0.17, 0.08], [-4.31, -4.09, -1.56], [3.61, -1.01, -1.75], [-0.18, 3.31, 1.33], [5.69, -0.68, 0.96], [3.69, -0.26, -1.13], [-4.04, -1.38, 0.28], [-6.16, -2.64, -1.89], [-3.02, -0.01, -1.07], [-2.99, -1.06, -0.78], [7.41, -0.25, 1.03], [6.59, 2.03, 1.59], [2.74, 3.24, -0.99], [-5.49, -4.36, -3.37], [-5.50, -1.70, -2.59], [3.22, -0.16, 2.31], [-3.12, -1.81, -1.87], [5.35, 2.06, -0.34], [-7.43, -2.64, -2.36], [-0.12, 1.02, 2.61], [3.14, 0.94, 2.21], [6.60, -0.33, -0.57], [-5.50, -1.13, -0.12], [-6.01, -0.80, 0.78], [-5.60, -0.29, -0.82], [2.30, 1.51, 0.66], [1.36, -0.21, -1.57], [-5.57, -4.04, -2.06], [-6.17, -4.78, -1.54], [-0.83, 1.16, 0.06], [-3.78, -0.58, 1.36], [-0.25, 1.72, 3.28], [6.14, 1.47, 0.66], [2.46, 0.23, -0.81]],
  "mulliken_charge": [0.350, 0.405, -0.401, 0.283, 0.255, 0.371, -0.272, -0.393, -0.701, 0.477, 0.895, -0.834, -0.420, 0.314, -0.213, 0.336, -0.826, 0.134, -0.339, 0.853, 0.765, 0.321, 0.120, 0.352, -0.412, 0.476, -0.249, -0.281, 0.382, -0.224, -0.274, -0.288, -0.520, -1.182, 0.300, -0.761, 0.449, 0.345, 0.652, -0.477, 0.189, 0.257, -0.367, -0.321, 0.353, 0.576, 0.545]
}